1.
Computed, not measured: 7 unconnected molecules or ions with the total composition C37H30Cl4F6, with wB97M-V/def2-TZVPD.

The geometry in ORCA input format:
```
! wB97M-V def2-TZVPD RIJCOSX def2/J DEFGRID3
* xyz 0 1
Cl -1.80 -1.84 -3.52
C -0.46 -0.99 -2.64
Cl -1.02 0.46 -1.63
Cl 0.27 -2.33 -1.65
Cl 0.83 -0.43 -3.77
F -4.75 6.73 1.90
C -3.34 6.75 2.12
C -2.74 7.73 2.84
C -1.44 7.51 3.34
C -0.67 6.42 2.96
C -1.22 5.60 1.91
C -2.53 5.77 1.49
H -3.39 8.54 3.14
H -0.91 8.16 4.03
H 0.28 6.10 3.33
H -0.68 4.71 1.63
H -3.02 5.06 0.83
F 2.11 1.06 3.69
C 1.21 0.50 4.59
C -0.16 0.60 4.51
C -0.89 0.13 5.51
C -0.37 -0.44 6.64
C 1.00 -0.55 6.77
C 1.81 0.02 5.74
H -0.61 0.89 3.57
H -1.94 0.24 5.32
H -1.05 -0.91 7.34
H 1.38 -0.89 7.72
H 2.88 -0.11 5.74
F -4.64 -0.57 2.34
C -4.77 -1.89 2.24
C -5.98 -2.49 2.69
C -6.13 -3.81 2.85
C -5.17 -4.68 2.33
C -3.99 -4.12 1.80
C -3.73 -2.73 1.82
H -6.80 -1.86 3.01
H -7.06 -4.22 3.24
H -5.34 -5.74 2.45
H -3.15 -4.69 1.43
H -2.81 -2.33 1.43
F 2.63 8.01 -1.62
C 2.08 7.12 -2.45
C 0.74 7.16 -2.64
C 0.06 6.18 -3.38
C 0.81 5.15 -3.85
C 2.17 5.14 -3.74
C 2.88 6.15 -3.07
H 0.13 7.93 -2.17
H -1.01 6.11 -3.39
H 0.28 4.31 -4.27
H 2.75 4.29 -4.07
H 3.93 6.04 -2.84
F -0.44 -5.67 6.54
C 0.57 -5.94 5.69
C 0.76 -5.18 4.55
C 1.78 -5.45 3.66
C 2.52 -6.57 3.77
C 2.39 -7.38 4.92
C 1.39 -7.09 5.94
H 0.24 -4.25 4.40
H 1.88 -4.89 2.74
H 3.27 -6.81 3.03
H 2.91 -8.32 4.82
H 1.23 -7.88 6.67
F 5.32 -2.38 -8.71
C 4.56 -2.59 -9.77
C 5.08 -3.19 -10.98
C 4.29 -3.38 -12.08
C 2.92 -3.03 -12.00
C 2.38 -2.52 -10.77
C 3.13 -2.25 -9.63
H 6.15 -3.16 -11.06
H 4.71 -3.64 -13.04
H 2.27 -3.16 -12.85
H 1.30 -2.39 -10.71
H 2.73 -1.83 -8.72
*
```

The gap between HOMO and LUMO comes out at 8.49 eV. Its SMILES is ClC(Cl)(Cl)Cl.Fc1ccccc1.Fc1ccccc1.Fc1ccccc1.Fc1ccccc1.Fc1ccccc1.Fc1ccccc1. The LUMO energy is -0.5 eV. As for the HOMO energy: -8.944 eV.

***

2.
Computed, not measured: a molecular structure, C37H30F10MnN5S2, with wB97M-V/def2-TZVPD.

The geometry in ORCA input format:
```
! wB97M-V def2-TZVPD RIJCOSX def2/J DEFGRID3
* xyz 0 5
Mn 9.28 12.18 13.27
C 11.98 10.81 13.16
N 11.37 12.16 13.27
C 11.81 12.94 12.10
C 10.79 12.89 10.90
N 9.47 12.42 11.33
C 8.53 12.14 10.38
C 9.03 11.44 9.25
F 10.08 10.55 9.41
C 8.43 11.47 8.00
F 8.98 10.98 6.89
C 7.12 11.95 7.92
F 6.52 12.03 6.69
C 6.45 12.47 8.99
F 5.23 13.01 8.73
C 7.06 12.71 10.32
F 7.09 14.14 10.46
C 11.73 12.75 14.61
C 10.76 12.25 15.72
N 9.36 12.11 15.25
C 8.37 11.66 16.10
C 6.83 11.82 15.80
F 6.43 10.57 15.17
C 6.06 12.06 17.06
F 4.75 12.25 16.94
C 6.54 11.95 18.32
F 5.77 12.20 19.41
C 7.84 11.43 18.50
F 8.19 11.07 19.74
C 8.63 11.18 17.38
F 9.78 10.39 17.53
H 13.05 10.92 13.32
H 11.81 10.44 12.16
H 11.56 10.20 13.92
H 12.82 12.60 11.82
H 11.92 13.99 12.41
H 11.22 12.17 10.12
H 10.70 13.89 10.42
H 11.66 13.85 14.53
H 12.78 12.50 14.92
H 10.80 13.03 16.52
H 11.13 11.29 16.16
C 10.57 18.90 13.99
C 10.24 18.08 12.70
C 11.43 17.19 12.38
C 10.01 19.05 11.55
C 8.93 17.26 12.90
C 7.67 17.84 13.08
C 6.54 17.10 13.38
C 6.59 15.71 13.57
S 5.06 15.11 14.23
C 7.29 12.67 13.47
N 7.96 13.72 13.01
C 7.83 15.07 13.24
C 8.95 15.88 12.91
C 7.24 10.34 12.70
C 6.37 9.28 12.35
C 6.69 7.99 12.75
C 7.97 7.77 13.36
C 8.91 8.83 13.56
C 8.58 10.12 13.20
H 11.49 19.46 13.85
H 10.66 18.29 14.89
H 9.80 19.67 14.25
H 12.34 17.75 12.45
H 11.30 16.73 11.42
H 11.56 16.44 13.16
H 10.92 19.68 11.45
H 9.16 19.72 11.72
H 9.81 18.57 10.58
H 7.56 18.90 12.99
H 5.61 17.57 13.63
H 9.86 15.30 12.77
H 5.39 9.53 11.87
H 6.00 7.17 12.60
H 8.28 6.79 13.70
H 9.85 8.64 14.05
S 4.81 13.28 12.28
C 5.21 13.31 14.26
C 6.54 12.93 14.75
N 6.84 11.71 12.58
C 6.08 12.22 11.48
H 4.34 12.86 14.78
H 7.00 13.81 15.29
H 5.48 11.35 11.14
*
```

The gap between HOMO and LUMO (spin up / spin down) comes out at 4.18 / 4.12 eV. The energy above the lowest of the compared OMol25 structures with the same formula, charge and spin is 497.89 kJ/mol. The LUMO energy (spin up / spin down) is -2.5 / -2.6 eV. As for the HOMO energy (spin up / spin down): -6.714 / -6.712 eV.

***

Table of E (Ha), in record order: -3867.72702; -4647.37555